No. 1
Entry from the Open Molecules 2025 dataset: a molecular structure, C24H18Cl2N5O5S2W at a distorted geometry (ωB97M-V/def2-TZVPD).

Calculated values
spin multiplicity = 1
charge = +3
energy above the lowest of the compared OMol25 structures with the same formula, charge and spin = 14.13 kJ/mol
HOMO-LUMO gap (spin up / spin down) = 5.45 / 5.45 eV
LUMO level (spin up / spin down) = -0.43731 / -0.43727 hartree
strongest force on any atom = 0.0469 hartree/bohr

Cartesian coordinates (Å):
W (-0.09982, 0.52182, 0.34545)
O (2.32244, 0.56980, 0.58766)
C (2.66986, 0.32243, 1.97336)
C (2.12804, 1.46269, 2.82813)
N (0.65631, 1.57384, 2.67550)
C (0.27481, 2.99230, 2.60142)
C (0.25944, 3.42251, 1.11951)
O (0.27561, 4.53199, 0.71172)
O (0.21201, 2.32814, 0.32391)
C (-0.05800, 0.78506, 3.69090)
C (-0.34824, -0.60771, 3.11132)
O (-0.36247, -1.63888, 3.69441)
O (-0.55443, -0.49596, 1.77893)
H (2.95688, 1.23043, 0.24312)
H (2.22546, -0.64660, 2.23868)
H (3.75604, 0.24817, 2.08249)
H (2.41804, 1.31180, 3.87410)
H (2.59527, 2.39228, 2.48594)
H (-0.72934, 3.16692, 3.00065)
H (0.94093, 3.64730, 3.17712)
H (0.49275, 0.67251, 4.63315)
H (-1.02472, 1.24126, 3.93434)
S (3.08199, -3.08989, -5.71397)
N (2.61460, -1.56984, -5.51558)
C (2.16285, -1.39733, -4.27973)
C (1.63400, -0.20297, -3.70805)
C (1.48454, 0.99292, -4.42769)
C (0.90029, 2.07088, -3.79424)
C (0.50774, 1.96308, -2.46284)
N (0.67273, 0.84634, -1.72808)
C (1.20956, -0.24393, -2.35534)
C (1.29495, -1.45266, -1.58152)
N (0.82710, -1.40768, -0.29421)
C (0.88320, -2.54666, 0.41859)
C (1.39690, -3.74507, -0.07225)
C (1.86088, -3.80586, -1.36960)
C (1.80767, -2.64374, -2.15456)
C (2.23882, -2.60549, -3.51597)
N (2.73747, -3.60364, -4.23482)
H (1.81710, 1.03120, -5.45557)
H (0.74711, 2.99967, -4.32112)
H (0.05002, 2.81743, -1.96576)
H (0.48123, -2.52521, 1.42750)
H (1.42332, -4.61654, 0.56261)
H (2.25327, -4.71382, -1.80250)
Cl (-2.32049, 1.74936, 1.38648)
C (-3.66522, 0.70547, 1.01267)
C (-4.87324, 0.84184, 1.66486)
C (-5.90510, -0.02334, 1.31637)
C (-5.72470, -0.99100, 0.34581)
C (-4.50795, -1.10459, -0.32422)
Cl (-4.26922, -2.27975, -1.54067)
C (-3.45691, -0.23849, 0.00879)
S (-1.95976, -0.25299, -0.95573)
H (-5.02382, 1.60399, 2.41435)
H (-6.85646, 0.06577, 1.81522)
H (-6.53136, -1.65953, 0.08899)

No. 2
Entry from the Open Molecules 2025 dataset: 2 unconnected molecules or ions with the total composition C24H18F2N2 at a distorted geometry (ωB97M-V/def2-TZVPD).

Calculated values
spin multiplicity = 1
HOMO-LUMO gap = 3.35 eV
LUMO level = -0.11146 hartree
strongest force on any atom = 0.0780 hartree/bohr

Cartesian coordinates (Å):
C (5.14617, 0.68261, 3.38246)
C (3.75587, 0.17320, 3.34025)
C (2.69786, 1.08131, 3.34030)
F (2.96007, 2.40816, 3.42816)
C (1.39600, 0.63855, 3.29209)
C (1.08036, -0.73365, 3.28374)
C (-0.22698, -1.28694, 3.28760)
C (-1.53138, -0.72781, 3.28809)
C (-1.84218, 0.64550, 3.31254)
C (-3.14253, 1.09201, 3.34297)
F (-3.40574, 2.42054, 3.40324)
C (-4.20128, 0.18524, 3.33491)
C (-5.59098, 0.69610, 3.38793)
C (-3.92112, -1.17239, 3.29284)
C (-2.62552, -1.62129, 3.27017)
C (2.17303, -1.63022, 3.27283)
C (3.47020, -1.18337, 3.29564)
H (5.86845, -0.13384, 3.39823)
H (5.35377, 1.30516, 2.51190)
H (5.30188, 1.29312, 4.27199)
H (0.64470, 1.39531, 3.23753)
H (-0.22928, -2.36371, 3.31027)
H (-1.08870, 1.40141, 3.31260)
H (-6.31308, -0.12160, 3.40718)
H (-5.73820, 1.30282, 4.28254)
H (-5.80499, 1.32284, 2.52092)
H (-4.74294, -1.86883, 3.28852)
H (-2.43710, -2.67989, 3.23700)
H (1.98285, -2.68875, 3.22479)
H (4.28829, -1.88403, 3.27946)
C (-0.05985, -2.66448, -0.25396)
C (0.01001, -1.35874, -0.62725)
N (0.01030, -0.23243, -0.96352)
C (-1.29181, -3.38546, -0.38290)
C (-1.40714, -4.70433, 0.07694)
C (-2.59798, -5.37871, -0.01727)
C (-3.70043, -4.76215, -0.57993)
C (-3.60378, -3.46984, -1.05896)
C (-2.41867, -2.78553, -0.96068)
C (1.02423, -3.27938, 0.28986)
N (1.91662, -3.86809, 0.77888)
H (-0.54472, -5.17715, 0.51487)
H (-2.67534, -6.38631, 0.35591)
H (-4.63604, -5.29063, -0.64498)
H (-4.46011, -2.99341, -1.50688)
H (-2.33572, -1.77662, -1.32511)